The following is a DFT calculation (ωB97M-V/def2-TZVPD) of a 2-piece molecular cluster, C4H12 overall in a non-equilibrium geometry.

Last columns: bonded neighbours and bond lengths (Å).
Positions of all 16 atoms, in Å:
1 C -0.7205 -1.5227 1.4543  C2 1.547, H3 1.083, H4 1.086, H5 1.090
2 C 0.3530 -1.4514 2.5657  C1 1.547, H6 1.088, H7 1.090, H8 1.078
3 H -0.4319 -2.2846 0.7412  C1 1.083
4 H -1.6827 -1.7525 1.9024  C1 1.086
5 H -0.8945 -0.5429 1.0103  C1 1.090
6 H 0.0179 -1.9510 3.4725  C2 1.088
7 H 0.7096 -0.4479 2.7982  C2 1.090
8 H 1.2453 -1.9614 2.2406  C2 1.078
9 C -0.1976 1.9305 -1.5588  C10 1.517, H11 1.089, H12 1.088, H13 1.097
10 C 0.5866 1.0052 -2.4695  C9 1.517, H14 1.088, H15 1.091, H16 1.091
11 H -1.2120 1.5747 -1.3823  C9 1.089
12 H 0.3286 2.1448 -0.6314  C9 1.088
13 H -0.3156 2.9121 -2.0333  C9 1.097
14 H 0.7956 0.0394 -2.0133  C10 1.088
15 H 1.5287 1.4588 -2.7806  C10 1.091
16 H 0.0366 0.7825 -3.3847  C10 1.091

Calculated values
net charge	0
SMILES string	CC.CC
lowest unoccupied orbital energy	1.11	eV
orbital gap	12.90	eV

The following is a DFT calculation (ωB97M-V/def2-TZVPD) of a 2-piece molecular cluster, C4H12 overall in a non-equilibrium geometry.

Last columns: bonded neighbours and bond lengths (Å).
Positions of all 16 atoms, in Å:
1 C -1.1533 -0.7974 1.9015  C2 1.518, H3 1.026, H4 1.105, H5 1.171
2 C -1.2347 0.6825 2.2280  C1 1.518, H6 1.101, H7 1.164, H8 1.052
3 H -0.2154 -1.1766 1.7297  C1 1.026
4 H -1.6058 -1.4023 2.7081  C1 1.105
5 H -1.6542 -0.9396 0.8526  C1 1.171
6 H -2.2924 0.9682 2.1191  C2 1.101
7 H -0.6557 1.3025 1.4315  C2 1.164
8 H -1.0488 0.7166 3.2628  C2 1.052
9 C 1.0527 -0.4124 -1.5087  C10 1.551, H11 1.145, H12 1.187, H13 1.122
10 C 1.3801 0.5632 -2.6691  C9 1.551, H14 1.107, H15 1.051, H16 1.105
11 H -0.0301 -0.7816 -1.5539  C9 1.145
12 H 1.7415 -1.3761 -1.4276  C9 1.187
13 H 1.2219 0.0603 -0.5056  C9 1.122
14 H 2.4754 0.7227 -2.6928  C10 1.107
15 H 0.9353 0.3129 -3.5879  C10 1.051
16 H 1.0835 1.5571 -2.2876  C10 1.105

Calculated values
net charge	0
SMILES string	CC.CC
lowest unoccupied orbital energy	1.09	eV
orbital gap	12.40	eV

The following is a DFT calculation (ωB97M-V/def2-TZVPD) of a 2-piece molecular cluster, C4H12 overall in a non-equilibrium geometry.

Last columns: bonded neighbours and bond lengths (Å).
Positions of all 16 atoms, in Å:
1 C -0.6296 -1.7445 -0.8856  C2 1.535, H3 1.094, H4 1.081, H5 1.102
2 C -2.1007 -1.9862 -1.2499  C1 1.535, H6 1.086, H7 1.097, H8 1.102
3 H 0.0826 -2.5207 -1.1798  C1 1.094
4 H -0.2125 -0.8314 -1.2878  C1 1.081
5 H -0.5504 -1.8808 0.2049  C1 1.102
6 H -2.6618 -1.0836 -1.0266  C2 1.086
7 H -2.4818 -2.8166 -0.6436  C2 1.097
8 H -2.1154 -2.3094 -2.3034  C2 1.102
9 C 0.7393 1.5065 0.7332  C10 1.571, H11 1.088, H12 1.093, H13 1.087
10 C 1.9653 2.2460 1.3807  C9 1.571, H14 1.091, H15 1.072, H16 1.093
11 H -0.0037 2.3008 0.7104  C9 1.088
12 H 0.9974 0.9991 -0.1993  C9 1.093
13 H 0.4799 0.6008 1.2759  C9 1.087
14 H 2.3867 3.0045 0.7197  C10 1.091
15 H 1.4871 2.6754 2.2385  C10 1.072
16 H 2.8323 1.6068 1.5638  C10 1.093

Calculated values
net charge	0
SMILES string	CC.CC
lowest unoccupied orbital energy	1.14	eV
orbital gap	12.63	eV

The following is a DFT calculation (ωB97M-V/def2-TZVPD) of a 2-piece molecular cluster, C4H12 overall in a non-equilibrium geometry.

Last columns: bonded neighbours and bond lengths (Å).
Positions of all 16 atoms, in Å:
1 C -2.7770 -0.2580 0.5823  C2 1.534, H3 1.083, H4 1.090, H5 1.087
2 C -2.2373 -0.0982 2.0097  C1 1.534, H6 1.083, H7 1.089, H8 1.080
3 H -3.5177 0.4869 0.3179  C1 1.083
4 H -1.9999 -0.1234 -0.1709  C1 1.090
5 H -3.2734 -1.2121 0.4228  C1 1.087
6 H -2.7049 0.6813 2.5994  C2 1.083
7 H -1.1765 0.1466 1.9804  C2 1.089
8 H -2.3274 -1.0319 2.5454  C2 1.080
9 C 2.1378 -0.2962 -1.7975  C10 1.537, H11 1.083, H12 1.101, H13 1.083
10 C 2.8481 0.6411 -0.8078  C9 1.537, H14 1.088, H15 1.079, H16 1.083
11 H 1.9455 0.1640 -2.7586  C9 1.083
12 H 2.7401 -1.1859 -2.0366  C9 1.101
13 H 1.2480 -0.7085 -1.3382  C9 1.083
14 H 2.2508 0.7250 0.0976  C10 1.088
15 H 3.8293 0.3004 -0.5151  C10 1.079
16 H 2.8777 1.6442 -1.2142  C10 1.083

Calculated values
net charge	0
SMILES string	CC.CC
lowest unoccupied orbital energy	1.06	eV
orbital gap	12.86	eV

The following is a DFT calculation (ωB97M-V/def2-TZVPD) of a 2-piece molecular cluster, C4H12 overall in a non-equilibrium geometry.

Last columns: bonded neighbours and bond lengths (Å).
Positions of all 16 atoms, in Å:
1 C 0.2813 -1.7717 1.6119  C2 1.534, H3 1.088, H4 1.090, H5 1.090
2 C -0.4977 -0.6211 2.2623  C1 1.534, H6 1.093, H7 1.093, H8 1.084
3 H 0.9972 -2.2768 2.2572  C1 1.088
4 H -0.4661 -2.5028 1.3027  C1 1.090
5 H 0.8841 -1.5303 0.7367  C1 1.090
6 H -0.9446 -0.0192 1.4665  C2 1.093
7 H 0.1154 0.1357 2.7579  C2 1.093
8 H -1.2320 -1.0569 2.9292  C2 1.084
9 C 0.5624 0.5876 -1.9808  C10 1.531, H11 1.084, H12 1.090, H13 1.089
10 C -0.2899 1.8506 -1.8323  C9 1.531, H14 1.090, H15 1.093, H16 1.087
11 H 1.5263 0.7698 -2.4413  C9 1.084
12 H 0.7240 0.0884 -1.0256  C9 1.090
13 H -0.0180 -0.0624 -2.6337  C9 1.089
14 H -0.5373 2.2465 -2.8171  C10 1.090
15 H -1.2512 1.5524 -1.4050  C10 1.093
16 H 0.1461 2.6104 -1.1885  C10 1.087

Calculated values
net charge	0
SMILES string	CC.CC
lowest unoccupied orbital energy	1.12	eV
orbital gap	12.85	eV

The following is a DFT calculation (ωB97M-V/def2-TZVPD) of a 2-piece molecular cluster, C4H12 overall in a non-equilibrium geometry.

Last columns: bonded neighbours and bond lengths (Å).
Positions of all 16 atoms, in Å:
1 C -0.6072 1.5266 -0.7168  C2 1.567, H3 1.130, H4 1.078, H5 0.999
2 C -1.6068 2.4249 0.0894  C1 1.567, H6 1.165, H7 1.125, H8 1.022
3 H -0.1212 0.7809 -0.0209  C1 1.130
4 H -1.1155 0.7700 -1.2915  C1 1.078
5 H 0.0519 2.0045 -1.2951  C1 0.999
6 H -2.2582 1.7123 0.7423  C2 1.165
7 H -0.9390 3.0010 0.7873  C2 1.125
8 H -2.1586 3.0451 -0.5063  C2 1.022
9 C 0.7136 -2.0971 0.8327  C10 1.470, H11 1.125, H12 1.017, H13 1.116
10 C 1.4977 -1.6948 -0.3440  C9 1.470, H14 1.131, H15 1.083, H16 1.069
11 H 1.3858 -2.3124 1.7092  C9 1.125
12 H -0.0215 -1.4542 1.1163  C9 1.017
13 H 0.1212 -3.0375 0.7359  C9 1.116
14 H 2.0159 -0.7513 0.0042  C10 1.131
15 H 2.1943 -2.4525 -0.6815  C10 1.083
16 H 0.8477 -1.4655 -1.1612  C10 1.069

Calculated values
net charge	0
SMILES string	CC.CC
lowest unoccupied orbital energy	1.11	eV
orbital gap	12.61	eV

The following is a DFT calculation (ωB97M-V/def2-TZVPD) of a 2-piece molecular cluster, C4H12 overall in a non-equilibrium geometry.

Last columns: bonded neighbours and bond lengths (Å).
Positions of all 16 atoms, in Å:
1 C -2.0483 0.1111 -0.3273  C2 1.515, H3 1.097, H4 1.091, H5 1.084
2 C -2.2582 0.6588 -1.7237  C1 1.515, H6 1.084, H7 1.099, H8 1.091
3 H -1.3116 -0.6948 -0.2261  C1 1.097
4 H -1.6563 0.9080 0.3066  C1 1.091
5 H -2.9493 -0.2569 0.1490  C1 1.084
6 H -2.9398 0.1576 -2.4011  C2 1.084
7 H -1.2815 0.6953 -2.2267  C2 1.099
8 H -2.4668 1.7226 -1.5998  C2 1.091
9 C 1.7517 -0.7889 1.5545  C10 1.571, H11 1.078, H12 1.100, H13 1.088
10 C 2.4849 0.0012 0.4122  C9 1.571, H14 1.075, H15 1.089, H16 1.086
11 H 1.7087 -1.8565 1.4123  C9 1.078
12 H 2.3389 -0.6771 2.4774  C9 1.100
13 H 0.8081 -0.2764 1.7297  C9 1.088
14 H 2.4102 1.0531 0.6209  C10 1.075
15 H 1.9501 -0.2836 -0.4933  C10 1.089
16 H 3.4591 -0.4735 0.3356  C10 1.086

Calculated values
net charge	0
SMILES string	CC.CC
lowest unoccupied orbital energy	1.11	eV
orbital gap	12.71	eV

The following is a DFT calculation (ωB97M-V/def2-TZVPD) of a 2-piece molecular cluster, C4H12 overall in a non-equilibrium geometry.

Last columns: bonded neighbours and bond lengths (Å).
Positions of all 16 atoms, in Å:
1 C 1.2833 1.6252 -2.1304  C2 1.520, H3 1.088, H4 1.092, H5 1.087
2 C 0.3566 0.7273 -1.3273  C1 1.520, H6 1.060, H7 1.092, H8 1.084
3 H 0.7798 2.5808 -2.2572  C1 1.088
4 H 2.2575 1.7840 -1.6624  C1 1.092
5 H 1.5844 1.1849 -3.0778  C1 1.087
6 H 0.5260 -0.3066 -1.4888  C2 1.060
7 H -0.6633 0.8408 -1.7020  C2 1.092
8 H 0.2398 0.9578 -0.2750  C2 1.084
9 C -0.5208 -1.6356 1.1639  C10 1.525, H11 1.085, H12 1.087, H13 1.089
10 C -1.1116 -0.7532 2.2589  C9 1.525, H14 1.092, H15 1.089, H16 1.091
11 H 0.3005 -2.2031 1.5901  C9 1.085
12 H -1.2464 -2.3396 0.7634  C9 1.087
13 H -0.1514 -0.9641 0.3897  C9 1.089
14 H -1.7438 0.0518 1.8787  C10 1.092
15 H -0.3283 -0.2579 2.8311  C10 1.089
16 H -1.7717 -1.3332 2.9060  C10 1.091

Calculated values
net charge	0
SMILES string	CC.CC
lowest unoccupied orbital energy	1.12	eV
orbital gap	12.60	eV

The following is a DFT calculation (ωB97M-V/def2-TZVPD) of a 2-piece molecular cluster, C4H12 overall in a non-equilibrium geometry.

Last columns: bonded neighbours and bond lengths (Å).
Positions of all 16 atoms, in Å:
1 C -0.7206 1.9212 1.2943  C2 1.553, H3 1.084, H4 1.089, H5 1.090
2 C 0.6250 1.2190 1.6216  C1 1.553, H6 1.089, H7 1.105, H8 1.083
3 H -1.0690 2.4579 2.1695  C1 1.084
4 H -0.6631 2.4431 0.3406  C1 1.089
5 H -1.5816 1.2743 1.1264  C1 1.090
6 H 0.8647 1.6046 2.6116  C2 1.089
7 H 1.4308 1.7789 1.1133  C2 1.105
8 H 0.7889 0.2067 1.2747  C2 1.083
9 C -0.0480 -1.7541 -0.7139  C10 1.529, H11 1.091, H12 1.094, H13 1.095
10 C 0.1594 -1.4271 -2.1929  C9 1.529, H14 1.084, H15 1.098, H16 1.100
11 H -0.8273 -1.1255 -0.2805  C9 1.091
12 H -0.2778 -2.8130 -0.5601  C9 1.094
13 H 0.8881 -1.6135 -0.1629  C9 1.095
14 H 1.1835 -1.6600 -2.4596  C10 1.084
15 H -0.1615 -0.4118 -2.4603  C10 1.098
16 H -0.5981 -1.8855 -2.8463  C10 1.100

Calculated values
net charge	0
SMILES string	CC.CC
lowest unoccupied orbital energy	1.15	eV
orbital gap	12.43	eV

The following is a DFT calculation (ωB97M-V/def2-TZVPD) of a 2-piece molecular cluster, C4H12 overall.

Last columns: bonded neighbours and bond lengths (Å).
Positions of all 16 atoms, in Å:
1 C 2.4679 -0.3537 1.6712  C2 1.514, H3 1.089, H4 1.095, H5 1.095
2 C 0.9766 -0.3084 1.9312  C1 1.514, H6 1.084, H7 1.096, H8 1.085
3 H 2.7327 -1.0947 0.9186  C1 1.089
4 H 2.8431 0.6130 1.3187  C1 1.095
5 H 3.0625 -0.5608 2.5676  C1 1.095
6 H 0.5833 -1.2514 2.2934  C2 1.084
7 H 0.4276 -0.0972 1.0061  C2 1.096
8 H 0.6821 0.4447 2.6551  C2 1.085
9 C -1.3253 0.9809 -1.8735  C10 1.512, H11 1.093, H12 1.086, H13 1.094
10 C -2.1031 -0.3051 -1.7086  C9 1.512, H14 1.103, H15 1.088, H16 1.088
11 H -1.8340 1.8100 -1.3749  C9 1.093
12 H -0.3174 0.9094 -1.4749  C9 1.086
13 H -1.2372 1.2466 -2.9311  C9 1.094
14 H -1.6379 -1.1581 -2.2298  C10 1.103
15 H -3.1177 -0.2588 -2.0975  C10 1.088
16 H -2.2032 -0.6164 -0.6713  C10 1.088

Calculated values
net charge	0
SMILES string	CC.CC
lowest unoccupied orbital energy	1.09	eV
orbital gap	12.90	eV

The following is a DFT calculation (ωB97M-V/def2-TZVPD) of a 2-piece molecular cluster, C4H12 overall in a non-equilibrium geometry.

Last columns: bonded neighbours and bond lengths (Å).
Positions of all 16 atoms, in Å:
1 C -0.5001 2.1373 -0.0284  C2 1.607, H3 1.170, H4 1.169, H5 1.119
2 C -0.9587 1.4325 1.3410  C1 1.607, H6 1.016, H7 1.097, H8 1.096
3 H -0.6762 1.5169 -1.0045  C1 1.170
4 H -1.2773 2.9605 -0.3203  C1 1.169
5 H 0.5529 2.5149 -0.0621  C1 1.119
6 H -0.5147 1.8367 2.1612  C2 1.016
7 H -0.6184 0.3966 1.2214  C2 1.097
8 H -2.0421 1.4336 1.5067  C2 1.096
9 C 0.4094 -1.1364 -0.7628  C10 1.519, H11 1.236, H12 1.208, H13 1.065
10 C 1.0521 -2.4824 -0.4743  C9 1.519, H14 1.147, H15 0.989, H16 1.027
11 H 0.5416 -0.6299 -1.8829  C9 1.236
12 H -0.7977 -1.1008 -0.7312  C9 1.208
13 H 0.7210 -0.3333 -0.1358  C9 1.065
14 H 1.7403 -2.9067 -1.2875  C10 1.147
15 H 0.5484 -3.2297 -0.0658  C10 0.989
16 H 1.8055 -2.1654 0.1481  C10 1.027

Calculated values
net charge	0
SMILES string	CC.CC
lowest unoccupied orbital energy	1.13	eV
orbital gap	12.19	eV

The following is a DFT calculation (ωB97M-V/def2-TZVPD) of a 2-piece molecular cluster, C4H12 overall in a non-equilibrium geometry.

Last columns: bonded neighbours and bond lengths (Å).
Positions of all 16 atoms, in Å:
1 C -1.4228 -0.2029 1.0145  C2 1.569, H3 1.085, H4 1.117, H5 1.105
2 C -1.4304 -0.0596 2.5769  C1 1.569, H6 1.087, H7 1.094, H8 1.089
3 H -0.5435 0.2487 0.5664  C1 1.085
4 H -1.4647 -1.2469 0.6202  C1 1.117
5 H -2.3473 0.3403 0.7481  C1 1.105
6 H -0.8906 0.8498 2.8280  C2 1.087
7 H -1.0308 -0.9414 3.0866  C2 1.094
8 H -2.4744 0.0325 2.8732  C2 1.089
9 C 0.9530 0.6611 -1.9523  C10 1.569, H11 1.113, H12 1.094, H13 1.074
10 C 1.9417 -0.5120 -1.6226  C9 1.569, H14 1.076, H15 1.096, H16 1.086
11 H 1.1975 1.3520 -2.7906  C9 1.113
12 H -0.0310 0.2692 -2.2255  C9 1.094
13 H 0.8752 1.2662 -1.0686  C9 1.074
14 H 1.5476 -1.2008 -0.8957  C10 1.076
15 H 2.7936 0.0250 -1.1899  C10 1.096
16 H 2.3268 -0.8812 -2.5685  C10 1.086

Calculated values
net charge	0
SMILES string	CC.CC
lowest unoccupied orbital energy	1.13	eV
orbital gap	12.87	eV

What are the electronic energy values for these records? In order: -4342.32213; -4341.54190; -4341.88531; -4342.20730; -4342.33369; -4341.61751; -4342.10253; -4342.23996; -4341.66001; -4342.49328; -4340.65589; -4342.04829 eV.